No. 1
Density functional theory data (ωB97M-V/def2-TZVPD) for a molecular structure, C37H26BF5N8O3RbSe at a distorted geometry.

Its energy above the lowest of the compared OMol25 structures with the same formula, charge and spin is 0.0 kcal per mole. The LUMO energy comes out at 1.41 eV. Its charge is -1.

CARTESIAN COORDINATES (ANGSTROEM)
1 Rb -0.980 0.991 -0.045
2 Se -4.565 8.559 3.253
3 F -2.881 -0.737 2.337
4 F -3.816 -2.820 2.041
5 F 3.004 -4.992 -0.694
6 F -5.073 -1.094 2.920
7 F -4.465 -1.048 0.705
8 O 1.383 -0.272 -0.285
9 O 0.167 1.944 -2.135
10 O 2.029 3.163 -1.800
11 N -1.366 -2.004 -0.072
12 N -5.059 6.842 3.322
13 N -3.282 2.770 1.444
14 N -3.141 8.219 2.227
15 N -0.394 -1.440 5.750
16 N 1.108 -3.071 4.890
17 N -1.247 4.194 0.362
18 N 3.790 -0.378 -3.572
19 C -1.279 -1.796 4.818
20 C -4.265 2.050 1.961
21 C -0.263 4.863 -0.223
22 C 3.090 0.744 -3.230
23 C -5.278 3.946 2.984
24 C 4.251 -2.741 -3.234
25 C -0.584 -2.692 0.750
26 C -0.652 -4.073 0.917
27 C -4.255 4.721 2.433
28 C -2.277 -2.676 -0.770
29 C 4.035 -3.879 -2.489
30 C -1.580 -4.761 0.141
31 C -2.412 -4.055 -0.705
32 C 2.221 0.833 -2.203
33 C 4.557 -0.367 -4.820
34 C 5.701 -1.367 -4.719
35 C -2.162 4.870 1.062
36 C 3.188 -3.844 -1.388
37 C -0.133 6.251 -0.126
38 C 0.263 -4.802 1.815
39 C 2.050 -0.299 -1.321
40 C 0.651 -4.502 3.056
41 C -3.269 4.088 1.670
42 C -2.102 6.258 1.218
43 C 1.404 2.111 -2.017
44 C -4.192 6.165 2.623
45 C -5.285 2.593 2.746
46 C -1.027 -2.788 3.887
47 C 3.601 -1.546 -2.856
48 C 2.758 -1.529 -1.735
49 C 5.167 -2.763 -4.430
50 C -3.122 6.933 2.013
51 C 0.754 -2.108 5.729
52 C -1.059 6.955 0.606
53 C 0.216 -3.407 3.945
54 C 2.559 -2.700 -0.994
55 C 3.641 -0.618 -6.015
56 B -4.069 -1.439 2.000
57 H 1.484 -1.839 6.485
58 H 3.125 -1.574 -5.919
59 H 0.691 6.746 -0.622
60 H 4.214 -0.621 -6.944
61 H 3.275 1.607 -3.858
62 H 0.693 -5.700 1.381
63 H 0.154 -2.115 1.299
64 H 4.524 -4.809 -2.752
65 H 1.404 -5.135 3.514
66 H 4.981 0.636 -4.904
67 H -3.168 -4.555 -1.296
68 H 4.629 -3.143 -5.303
69 H -1.780 -3.045 3.156
70 H 6.369 -1.056 -3.912
71 H -1.657 -5.839 0.222
72 H -1.004 8.029 0.721
73 H -4.248 0.990 1.753
74 H -2.934 -2.088 -1.397
75 H 6.273 -1.352 -5.648
76 H 0.454 4.279 -0.797
77 H 1.910 -2.674 -0.131
78 H 5.989 -3.458 -4.248
79 H 2.881 0.161 -6.081
80 H -6.041 4.427 3.582
81 H -6.046 1.940 3.149
82 H -2.224 -1.267 4.801



No. 2
Density functional theory data (ωB97M-V/def2-TZVPD) for a molecular structure, C37H26BaFN5P2S2Se2.

Its energy above the lowest of the compared OMol25 structures with the same formula, charge and spin is 9.2 kcal per mole. The LUMO energy comes out at 3.25 eV. Its charge is -2.

CARTESIAN COORDINATES (ANGSTROEM)
1 Ba 0.689 -0.311 0.491
2 Se 1.857 6.738 -2.439
3 Se -3.193 1.903 -0.683
4 S 3.617 -0.375 -0.080
5 S 2.082 -2.959 0.361
6 P 1.000 6.384 -0.541
7 P -2.385 3.804 -0.318
8 F -1.441 -6.236 3.342
9 N 4.835 -5.417 -0.292
10 N 6.985 -1.794 -0.896
11 N -0.073 2.598 0.205
12 N 1.606 3.961 0.049
13 N 1.234 2.730 0.308
14 C -1.565 -5.106 2.569
15 C -2.194 8.867 -1.136
16 C 2.622 6.446 3.208
17 C 3.549 -2.110 -0.026
18 C -1.912 -1.585 0.190
19 C -3.442 6.524 2.565
20 C 5.948 -2.225 -0.624
21 C -2.730 4.930 -1.695
22 C -4.213 6.388 -2.905
23 C 1.800 6.175 2.128
24 C -3.905 5.671 -1.759
25 C -1.168 -5.136 1.246
26 C -3.078 4.588 1.176
27 C -1.225 7.888 -1.290
28 C -3.680 3.789 2.141
29 C -0.325 7.616 -0.262
30 C 4.084 7.712 1.780
31 C 3.767 7.216 3.035
32 C 2.114 6.683 0.868
33 C -0.383 8.380 0.903
34 C -4.029 5.720 3.533
35 C -2.200 -2.818 2.340
36 C -2.076 -3.955 3.127
37 C -3.350 6.367 -3.993
38 C 0.497 4.678 -0.226
39 C -2.264 9.603 0.038
40 C -1.826 -2.785 0.973
41 C 4.704 -2.842 -0.304
42 C -0.596 3.795 -0.139
43 C -1.300 -4.001 0.468
44 C -2.180 5.621 -3.936
45 C -4.150 4.355 3.318
46 C -1.347 9.367 1.052
47 C 3.258 7.445 0.695
48 C -2.969 5.959 1.391
49 C 4.737 -4.266 -0.285
50 C -1.873 4.899 -2.793
51 H 4.418 7.414 3.877
52 H -3.350 7.592 2.718
53 H 0.324 8.210 1.703
54 H -5.128 6.966 -2.948
55 H -3.774 2.726 1.954
56 H -1.978 -1.735 -0.889
57 H -2.530 6.592 0.634
58 H -0.960 4.318 -2.748
59 H -1.502 5.603 -4.779
60 H 0.922 5.553 2.257
61 H -1.378 9.952 1.963
62 H -2.614 -1.918 2.785
63 H -4.583 5.686 -0.914
64 H 2.381 6.040 4.182
65 H -4.612 3.725 4.068
66 H -2.636 -0.854 0.549
67 H -4.394 6.158 4.454
68 H -0.740 -6.042 0.835
69 H -3.591 6.929 -4.887
70 H -2.376 -3.949 4.168
71 H -0.962 -4.032 -0.561
72 H -3.021 10.369 0.156
73 H -1.148 7.347 -2.223
74 H 3.500 7.810 -0.295
75 H 4.985 8.296 1.639
76 H -2.892 9.055 -1.941



No. 3
Density functional theory data (ωB97M-V/def2-TZVPD) for a molecular structure, C37H26BrLaN8O10Se.

Its energy above the lowest of the compared OMol25 structures with the same formula, charge and spin is 0.0 kcal per mole. The LUMO energy comes out at -1.44 eV.

CARTESIAN COORDINATES (ANGSTROEM)
1 La -0.099 -0.185 -0.402
2 Br -7.214 -3.683 -1.475
3 Se 0.712 3.440 -0.998
4 O 1.272 -1.940 -1.683
5 O 1.020 0.182 4.552
6 O -0.695 2.422 5.517
7 O -8.309 -0.568 1.678
8 O -0.866 2.144 0.747
9 O -1.824 3.737 3.122
10 O -2.049 -1.774 -1.100
11 O -7.734 1.148 0.399
12 O -2.265 0.411 -1.350
13 O 1.117 0.408 1.596
14 N 0.609 -2.294 1.335
15 N 0.919 -2.936 -3.675
16 N 3.227 0.540 -1.014
17 N -0.444 -0.283 -3.683
18 N -6.164 0.108 -2.634
19 N 1.255 1.795 -1.388
20 N -1.868 -0.976 1.669
21 N 2.234 3.961 -0.354
22 C 0.384 -3.075 3.590
23 C -4.194 -1.709 1.728
24 C -5.541 -1.424 1.572
25 C -4.871 0.159 -2.334
26 C -3.264 -0.676 1.664
27 C -3.662 0.636 1.418
28 C -5.952 -0.118 1.336
29 C -1.376 1.052 -5.435
30 C -2.731 -0.766 -1.422
31 C -6.807 -1.023 -2.373
32 C -4.829 -2.109 -1.566
33 C -0.514 2.058 1.980
34 C 1.713 -2.507 -2.686
35 C -0.872 -1.381 -4.313
36 C 4.424 0.583 -0.500
37 C -6.183 -2.145 -1.839
38 C 1.831 -2.806 1.299
39 C 2.522 1.708 -0.936
40 C -1.451 -1.830 2.514
41 C -1.852 -0.081 -6.067
42 C 0.456 1.153 2.429
43 C 3.042 2.899 -0.364
44 C 3.193 -2.745 -2.808
45 C -0.678 0.895 -4.245
46 C -0.516 -2.708 -3.691
47 C -4.162 -0.917 -1.812
48 C -1.587 -1.321 -5.502
49 C 0.463 1.028 3.876
50 C 4.357 2.890 0.169
51 C -1.046 2.809 3.131
52 C -0.095 -2.416 2.466
53 C -0.448 2.146 4.374
54 C 2.384 -3.495 2.374
55 C 5.044 1.720 0.098
56 C -7.386 0.231 1.082
57 C -5.010 0.907 1.256
58 C 1.654 -3.626 3.538
59 H -6.253 -2.242 1.562
60 H 3.472 -3.563 -2.143
61 H 4.769 3.783 0.619
62 H 4.998 -0.340 -0.538
63 H 6.046 1.623 0.489
64 H -2.094 -2.193 3.318
65 H -4.304 -2.956 -1.147
66 H -7.870 -1.051 -2.587
67 H -0.306 1.759 -3.705
68 H 3.517 -2.994 -3.818
69 H 2.389 -2.652 0.384
70 H -0.876 -2.756 -2.665
71 H -1.931 -2.236 -5.965
72 H 2.068 -4.136 4.397
73 H -2.417 -0.006 -6.986
74 H -4.354 1.093 -2.510
75 H 3.384 -3.900 2.295
76 H -3.864 -2.735 1.822
77 H -7.867 -1.158 2.300
78 H -5.344 1.913 1.044
79 H -2.921 1.417 1.311
80 H 3.679 -1.832 -2.470
81 H -0.981 -3.517 -4.253
82 H -0.222 -3.122 4.483
83 H 1.379 -3.309 -4.489
84 H -1.545 2.041 -5.834



No. 4
Density functional theory data (ωB97M-V/def2-TZVPD) for a molecular structure, C37H28N4O4SV.

Its spin multiplicity is 3. Its energy above the lowest of the compared OMol25 structures with the same formula, charge and spin is 1.2 kcal per mole. The LUMO energy (spin up / spin down) comes out at -3.30 / -3.42 eV. Its charge is +1.

CARTESIAN COORDINATES (ANGSTROEM)
1 V -0.081 -0.131 -0.946
2 S 3.060 0.196 -0.625
3 O -0.095 -2.901 1.933
4 O -2.007 -0.635 -1.601
5 O 0.622 -1.662 -2.313
6 O 0.149 1.601 -1.730
7 N -0.029 -2.068 -0.231
8 N -1.167 2.036 0.803
9 N -1.332 0.892 0.288
10 N 1.617 0.154 0.075
11 C -4.570 -0.372 1.651
12 C 4.147 -2.081 -1.617
13 C -2.565 0.228 0.504
14 C 1.522 5.994 1.385
15 C 3.777 -1.423 -0.455
16 C 1.043 -5.497 0.545
17 C 1.115 4.899 0.599
18 C -0.238 4.118 2.450
19 C -4.908 -1.225 0.609
20 C 4.679 -4.011 -0.288
21 C 0.728 -4.247 0.068
22 C 0.952 -3.908 -1.262
23 C 6.221 1.871 1.250
24 C 0.392 2.631 -0.974
25 C 4.613 -3.386 -1.524
26 C 1.216 3.672 -1.500
27 C -2.918 -0.620 -0.539
28 C 1.057 6.143 2.665
29 C 5.609 2.865 2.004
30 C 1.798 -6.077 -1.689
31 C 1.583 -6.416 -0.358
32 C 1.487 -4.802 -2.163
33 C 0.142 -3.038 0.764
34 C -4.084 -1.355 -0.504
35 C -3.398 0.364 1.599
36 C 3.847 -2.032 0.792
37 C 5.456 1.021 0.467
38 C 0.227 3.949 1.133
39 C 0.511 -2.497 -1.383
40 C 4.077 1.183 0.462
41 C 4.296 -3.339 0.868
42 C 3.451 2.176 1.200
43 C -2.390 -1.317 -2.806
44 C 1.575 4.734 -0.745
45 C -0.144 2.798 0.334
46 C 0.166 5.197 3.197
47 C 4.231 3.019 1.980
48 H 4.059 -1.587 -2.576
49 H -5.222 -0.285 2.509
50 H 3.756 3.797 2.564
51 H 7.295 1.753 1.272
52 H 4.912 -3.916 -2.419
53 H -2.439 -2.391 -2.629
54 H -3.355 -0.940 -3.140
55 H 3.558 -1.494 1.688
56 H -3.112 1.039 2.395
57 H -0.204 5.320 4.206
58 H 1.657 -4.530 -3.196
59 H 5.926 0.240 -0.118
60 H 4.351 -3.832 1.829
61 H 2.235 5.488 -1.159
62 H 6.212 3.524 2.615
63 H 2.204 6.720 0.960
64 H -4.357 -2.014 -1.314
65 H 1.832 -7.412 -0.017
66 H -0.915 3.385 2.864
67 H -1.623 -1.096 -3.540
68 H 5.031 -5.032 -0.220
69 H 1.370 6.989 3.263
70 H 2.210 -6.812 -2.367
71 H 0.871 -5.757 1.582
72 H -5.823 -1.799 0.655
73 H 2.376 2.289 1.164
74 H 1.639 -0.235 1.016
75 H 1.566 3.550 -2.516



No. 5
Density functional theory data (ωB97M-V/def2-TZVPD) for a molecular structure, C37H29BrF4N5O2PS3Ti.

Its energy above the lowest of the compared OMol25 structures with the same formula, charge and spin is 0.0 kcal per mole. The LUMO energy (spin up / spin down) comes out at 3.77 / 3.77 eV. Its charge is -2.

CARTESIAN COORDINATES (ANGSTROEM)
1 Br -4.292 -0.156 1.724
2 Ti 0.454 -1.699 2.021
3 S -0.824 0.309 2.936
4 S 2.247 -0.712 3.584
5 S -0.875 -3.161 3.571
6 P -1.914 0.954 -0.230
7 F -5.740 3.591 -2.708
8 F -7.002 0.795 0.822
9 F -7.666 2.477 -1.157
10 F -3.180 3.027 -2.286
11 O 4.707 -0.251 -3.255
12 O 1.927 -2.774 1.423
13 N 2.723 -0.047 -1.323
14 N -0.602 -2.744 0.745
15 N 1.058 -0.365 0.474
16 N -1.949 -2.904 1.076
17 N -3.429 -3.317 2.776
18 C 1.840 -0.219 -0.369
19 C -1.135 2.585 0.042
20 C 1.343 0.299 4.694
21 C -0.028 1.928 6.545
22 C -0.215 -3.403 -0.360
23 C -6.022 1.300 0.063
24 C -6.381 2.168 -0.950
25 C 1.148 -3.551 -0.713
26 C 5.048 -0.369 -1.880
27 C -1.770 3.521 0.857
28 C -1.127 4.689 1.230
29 C -3.677 1.508 -0.529
30 C 1.280 1.535 6.801
31 C 2.347 -0.107 -2.730
32 C 0.170 4.940 0.804
33 C -2.118 -3.099 2.348
34 C 0.014 0.711 4.431
35 C -4.075 2.402 -1.513
36 C -0.808 -0.648 -4.426
37 C 0.172 2.839 -0.367
38 C -1.219 -1.466 -3.384
39 C 2.200 -3.230 0.214
40 C 1.535 -4.102 -1.960
41 C -1.522 -0.911 -2.146
42 C 0.818 4.008 0.008
43 C 2.856 -4.330 -2.294
44 C -0.986 1.276 -2.986
45 C 3.529 -3.463 -0.155
46 C -5.399 2.729 -1.740
47 C -0.642 1.511 5.372
48 C 3.432 -0.845 -3.488
49 C -1.432 0.467 -1.939
50 C 3.873 -4.004 -1.390
51 C -0.682 0.722 -4.220
52 C 1.942 0.731 5.885
53 C -4.693 0.976 0.280
54 C 4.073 0.409 -1.014
55 H -0.562 -1.077 -5.390
56 H 3.099 -4.765 -3.259
57 H 5.030 -1.424 -1.582
58 H -0.339 1.361 -5.025
59 H -1.277 -2.539 -3.513
60 H 4.286 -3.230 0.587
61 H 6.058 0.027 -1.768
62 H 0.680 5.845 1.110
63 H 0.702 2.107 -0.963
64 H 4.913 -4.185 -1.639
65 H -1.805 -1.555 -1.320
66 H 3.444 -1.894 -3.171
67 H -2.767 3.320 1.233
68 H 1.782 1.844 7.713
69 H 4.262 0.233 0.045
70 H -0.988 -3.893 -0.946
71 H 1.839 4.179 -0.309
72 H -1.632 5.395 1.878
73 H 3.248 -0.790 -4.562
74 H 0.751 -4.376 -2.662
75 H 4.162 1.483 -1.222
76 H -1.663 1.807 5.159
77 H 1.398 -0.635 -2.811
78 H -0.879 2.341 -2.838
79 H 2.229 0.909 -3.127
80 H -0.570 2.548 7.252
81 H -4.115 -2.980 2.114
82 H 2.960 0.411 6.080
83 H -3.580 -2.997 3.719



No. 6
Density functional theory data (ωB97M-V/def2-TZVPD) for a molecular structure, C37H29BrF5IrN6OS.

Its energy above the lowest of the compared OMol25 structures with the same formula, charge and spin is 12.8 kcal per mole. The LUMO energy comes out at -0.81 eV.

CARTESIAN COORDINATES (ANGSTROEM)
1 Ir 0.259 0.051 1.076
2 Br -4.439 -0.961 -8.337
3 S -1.126 0.881 2.805
4 F -3.498 0.996 0.863
5 F -4.730 5.428 1.704
6 F -5.129 3.067 0.418
7 F -2.659 5.684 3.445
8 F -0.993 3.643 3.870
9 O -1.271 -0.572 -0.217
10 N 0.243 -1.753 2.244
11 N 1.357 -0.908 -0.457
12 N 0.709 1.957 0.202
13 N 0.770 -3.471 -4.488
14 N 1.699 0.622 2.343
15 N 0.229 -3.723 -5.579
16 C -2.004 3.455 3.023
17 C 1.915 -0.278 3.365
18 C 1.798 2.001 2.425
19 C 3.255 -1.820 -1.565
20 C 1.816 4.828 2.362
21 C 1.166 -2.310 4.479
22 C -2.854 4.527 2.808
23 C -3.909 4.401 1.923
24 C 2.237 4.136 3.487
25 C 2.656 -1.079 -0.533
26 C -0.862 -1.303 -1.199
27 C 2.077 -2.112 5.504
28 C 0.550 -1.473 -1.402
29 C -1.100 -1.635 -5.989
30 C 2.230 2.753 3.526
31 C 1.292 2.724 1.327
32 C -2.176 2.228 2.384
33 C -1.200 -2.693 -3.155
34 C -0.876 -3.006 -6.131
35 C 1.331 4.105 1.283
36 C -2.986 -1.793 -7.457
37 C -4.108 3.198 1.270
38 C -1.711 -1.988 -2.072
39 C 2.963 -1.048 5.414
40 C 1.725 1.929 -0.876
41 C 1.065 -2.216 -2.478
42 C -1.127 -2.203 2.619
43 C -1.680 -3.738 -6.997
44 C 0.159 -2.774 -3.421
45 C 1.101 -1.431 3.411
46 C -3.257 2.135 1.512
47 C -2.755 -3.143 -7.642
48 C 2.894 -0.153 4.363
49 C -0.509 2.594 -0.361
50 C -2.149 -1.029 -6.653
51 C 0.887 -2.906 1.558
52 C 2.471 -2.381 -2.534
53 H -1.075 1.840 -0.906
54 H 1.831 5.908 2.334
55 H 3.248 -0.633 0.259
56 H 1.902 -2.651 1.275
57 H -1.456 -4.786 -7.148
58 H 0.960 4.628 0.410
59 H -1.100 -3.238 2.965
60 H 2.894 -2.965 -3.339
61 H -1.760 -2.125 1.738
62 H -2.776 -1.947 -1.888
63 H 0.306 -3.176 0.677
64 H -0.442 -1.034 -5.376
65 H -3.395 -3.723 -8.292
66 H -1.890 -3.216 -3.803
67 H 0.505 -3.166 4.510
68 H 1.949 2.955 -1.175
69 H 4.328 -1.944 -1.571
70 H 3.618 0.645 4.291
71 H 3.724 -0.913 6.173
72 H 0.918 -3.755 2.241
73 H 2.511 2.253 4.439
74 H 2.635 1.466 -0.509
75 H 2.559 4.681 4.365
76 H -1.526 -1.562 3.396
77 H -2.319 0.033 -6.551
78 H -1.110 2.990 0.447
79 H 2.111 -2.794 6.342
80 H -0.241 3.408 -1.039
81 H 1.344 1.377 -1.734